(1)
C3H10OS | ωB97M-V with the def2-TZVPD basis set

Properties
Lowest unoccupied orbital energy ... 0.030 Ha
E_HOMO ... -0.3392 Ha
Charge ... 0
Energy above the lowest of the compared OMol25 structures with the same formula, charge and spin ... 60.4 kJ/mol
Structure (SMILES) ... CCS.CO
Orbital gap ... 10.05 eV
Calculated total energy ... -16155.24008 eV
Multiplicity ... 1

```
15
Properties=species:S:1:pos:R:3:nbo_charge:R:1
C -2.170 0.394 -0.545 -0.6194
C -1.188 -0.597 0.076 -0.4970
S -0.521 0.104 1.632 -0.0750
H -1.798 1.409 -0.383 0.2086
H -3.123 0.358 -0.014 0.2143
H -2.359 0.231 -1.602 0.2175
H -1.663 -1.543 0.323 0.2167
H -0.362 -0.799 -0.599 0.2078
H -0.340 -1.075 2.240 0.1334
C 2.286 0.234 -0.537 -0.2452
O 2.662 -0.076 0.785 -0.7305
H 1.581 1.070 -0.574 0.1641
H 3.156 0.457 -1.154 0.1749
H 1.751 -0.595 -1.015 0.1514
H 2.087 0.429 1.368 0.4785
```

***

(2)
ClH4N2OP | ωB97M-V with the def2-TZVPD basis set

Properties
Lowest unoccupied orbital energy ... 0.018 Ha
E_HOMO ... -0.3347 Ha
Charge ... 0
Energy above the lowest of the compared OMol25 structures with the same formula, charge and spin ... 374.8 kJ/mol
Structure (SMILES) ... NP(N)OCl
Orbital gap ... 9.60 eV
Calculated total energy ... -26902.48712 eV
Multiplicity ... 1

```
9
Properties=species:S:1:pos:R:3:nbo_charge:R:1
N 0.139 -1.051 -1.150 -1.1542
P 0.935 0.385 -0.802 1.3896
N 0.803 0.392 0.828 -1.1562
O -0.513 1.806 -1.351 -0.8394
Cl -1.553 2.449 -0.180 0.1482
H -0.018 -1.199 -2.183 0.4186
H -0.712 -0.921 -0.620 0.3826
H 0.057 -0.141 1.205 0.3970
H 1.051 1.269 1.188 0.4139
```

***

(3)
C6H4F2NO16S2Zr | ωB97M-V with the def2-TZVPD basis set

Properties
Lowest unoccupied orbital energy ... 0.210 Ha
E_HOMO ... 0.0857 Ha
Charge ... -3
Orbital gap ... 3.37 eV
Calculated total energy ... -68914.28034 eV
Multiplicity ... 1

```
32
Properties=species:S:1:pos:R:3:mulliken_charge:R:1
Zr -6.395 9.597 30.221 1.8345
C -7.224 10.349 32.925 0.7443
O -7.016 9.199 32.293 -0.6592
O -8.371 10.838 33.229 -0.6552
O -6.853 11.078 31.878 -0.6710
C -4.225 10.880 28.813 0.6749
O -4.465 11.949 28.137 -0.6632
O -4.881 9.773 28.638 -0.7248
O -4.747 11.132 30.019 -0.5730
C -8.592 11.089 29.250 0.8046
O -9.225 11.721 30.162 -0.6553
O -8.376 9.786 29.315 -0.7762
O -7.364 11.528 29.162 -0.6783
N -6.447 7.490 29.820 0.2247
S -7.585 6.359 30.323 0.8905
O -7.228 5.637 31.497 -0.5800
O -8.327 5.656 29.316 -0.6149
F -8.596 7.459 30.803 -0.1774
S -5.706 6.341 28.932 0.8136
O -5.675 6.436 27.502 -0.6474
O -5.359 5.065 29.524 -0.5906
F -4.223 6.985 29.170 -0.3257
C -2.598 7.611 34.090 -0.3704
C -3.100 6.272 33.496 -0.3432
O -3.950 6.755 32.485 -0.2173
C -3.939 8.095 32.335 0.2298
O -4.456 8.662 31.444 0.0553
O -3.129 8.653 33.249 -0.3722
H -1.540 7.833 33.935 0.2693
H -2.764 7.611 35.168 0.2550
H -3.733 5.695 34.170 0.2847
H -2.291 5.673 33.078 0.2141
```

***

(4)
C4H6N4 | ωB97M-V with the def2-TZVPD basis set

Properties
Lowest unoccupied orbital energy ... 0.031 Ha
E_HOMO ... -0.3303 Ha
Charge ... 0
Energy above the lowest of the compared OMol25 structures with the same formula, charge and spin ... 259.1 kJ/mol
Structure (SMILES) ... C=Nn1nccc1N
Orbital gap ... 9.82 eV
Calculated total energy ... -10203.25431 eV
Multiplicity ... 1

```
14
Properties=species:S:1:pos:R:3:nbo_charge:R:1
C -2.301 -0.690 -0.067 -0.0853
N -1.253 -1.368 0.187 -0.2097
N -0.007 -0.863 -0.098 -0.0649
N 1.054 -1.699 -0.060 -0.2296
C 2.109 -0.900 -0.031 -0.0407
C 1.790 0.458 0.066 -0.3526
C 0.434 0.470 -0.041 0.2802
N -0.533 1.493 0.003 -0.8600
H -3.233 -1.181 0.162 0.1758
H -2.457 0.267 -0.590 0.1909
H 3.080 -1.316 0.060 0.2038
H 2.457 1.275 0.112 0.2291
H -0.393 2.235 -0.621 0.3825
H -0.746 1.819 0.919 0.3806
```

***

(5)
C45H36AsBr2FeN3S2 | ωB97M-V with the def2-TZVPD basis set

Properties
Lowest unoccupied orbital energy (spin up / spin down) ... -0.105 / -0.105 Ha
E_HOMO (spin up / spin down) ... -0.3366 / -0.3233 Ha
Charge ... +1
Energy above the lowest of the compared OMol25 structures with the same formula, charge and spin ... 9.2 kJ/mol
Orbital gap (spin up / spin down) ... 6.31 / 5.95 eV
Calculated total energy ... -308695.76590 eV
Multiplicity ... 2

```
90
Properties=species:S:1:pos:R:3:lowdin_spin:R:1
Fe -0.345 -0.131 0.435 0.9099
Br -1.432 5.624 4.008 -0.0001
C -1.090 4.122 2.938 -0.0006
C -1.336 4.161 1.583 -0.0001
C -1.078 3.013 0.855 -0.0006
N -0.603 1.881 1.378 -0.0007
C -0.360 1.866 2.693 0.0002
C -0.601 2.961 3.507 0.0000
C 0.119 0.579 3.260 0.0024
C 0.750 0.488 4.490 0.0004
C 1.106 -0.766 4.953 0.0009
Br 2.005 -0.944 6.593 0.0003
C 0.802 -1.885 4.206 -0.0001
C 0.199 -1.688 2.976 0.0025
N -0.108 -0.479 2.498 0.0071
H -1.729 5.047 1.104 0.0000
H -1.258 3.010 -0.209 -0.0001
H -0.441 2.901 4.574 0.0000
H 0.983 1.372 5.066 0.0001
H 1.040 -2.880 4.560 0.0001
H -0.060 -2.524 2.336 0.0004
S -0.738 -2.297 -0.263 -0.0048
C 0.116 -2.451 -1.779 0.0012
C 0.792 -3.652 -2.053 -0.0006
C 1.534 -3.828 -3.206 0.0002
C 1.626 -2.813 -4.154 -0.0002
C 0.936 -1.639 -3.941 0.0006
C 0.189 -1.459 -2.769 0.0043
As -0.853 0.140 -2.650 0.0265
C -1.250 0.630 -4.484 0.0073
C -2.543 0.586 -4.987 0.0004
C -2.806 1.082 -6.259 0.0003
C -1.788 1.631 -7.023 -0.0004
C -0.493 1.681 -6.519 0.0003
C -0.228 1.192 -5.252 0.0005
C -2.570 -0.243 -1.901 0.0041
C -3.210 -1.355 -2.435 0.0028
C -4.422 -1.758 -1.902 -0.0007
C -4.980 -1.063 -0.836 0.0022
C -4.333 0.045 -0.310 0.0004
C -3.123 0.463 -0.845 0.0022
H 0.726 -4.445 -1.319 -0.0001
H 2.047 -4.770 -3.374 0.0000
H 2.212 -2.944 -5.055 0.0000
H 0.957 -0.873 -4.697 0.0000
H -3.352 0.176 -4.403 0.0000
H -3.816 1.045 -6.647 0.0001
H -2.001 2.031 -8.005 0.0000
H 0.307 2.111 -7.109 0.0001
H 0.777 1.268 -4.855 0.0000
H -2.753 -1.920 -3.237 0.0001
H -4.928 -2.624 -2.313 -0.0001
H -5.924 -1.388 -0.416 0.0001
H -4.764 0.586 0.523 -0.0001
H -2.629 1.337 -0.445 -0.0001
C 4.177 -4.020 3.226 0.0000
C 3.595 -4.150 1.811 0.0000
C 4.400 -5.191 1.020 0.0000
C 2.154 -4.647 1.919 0.0000
C 3.678 -2.794 1.110 -0.0001
C 4.947 -2.223 0.859 -0.0002
C 5.096 -1.020 0.210 -0.0001
C 3.939 -0.351 -0.191 -0.0003
S 3.785 1.147 -1.026 0.0003
C 2.058 0.987 -0.965 0.0036
N 1.624 -0.070 -0.374 -0.0002
C 2.676 -0.873 0.071 -0.0004
C 2.549 -2.108 0.715 -0.0002
C 1.201 2.045 -1.547 0.0042
C 1.680 3.358 -1.523 0.0005
C 0.937 4.423 -1.999 0.0036
C -0.330 4.201 -2.510 0.0020
C -0.810 2.906 -2.571 0.0040
C -0.057 1.824 -2.107 0.0141
H 4.126 -4.984 3.741 0.0000
H 3.617 -3.285 3.812 0.0000
H 5.224 -3.706 3.205 0.0000
H 4.337 -6.163 1.516 0.0000
H 5.457 -4.924 0.948 0.0000
H 4.008 -5.297 0.005 0.0000
H 2.143 -5.629 2.397 0.0000
H 1.683 -4.744 0.938 0.0000
H 1.542 -3.975 2.527 0.0000
H 5.841 -2.748 1.174 0.0000
H 6.079 -0.612 0.010 0.0000
H 1.552 -2.503 0.858 -0.0001
H 2.655 3.545 -1.087 -0.0001
H 1.348 5.425 -1.967 0.0002
H -0.933 5.024 -2.874 0.0001
H -1.785 2.728 -3.004 0.0002
```

***

(6)
C4H11NO2 | ωB97M-V with the def2-TZVPD basis set

Properties
Lowest unoccupied orbital energy (spin up / spin down) ... -0.126 / -0.304 Ha
E_HOMO (spin up / spin down) ... -0.5700 / -0.5691 Ha
Charge ... +1
Energy above the lowest of the compared OMol25 structures with the same formula, charge and spin ... 68.3 kJ/mol
Orbital gap (spin up / spin down) ... 12.08 / 7.22 eV
Calculated total energy ... -9902.28751 eV
Multiplicity ... 2

```
18
Properties=species:S:1:pos:R:3:nbo_charge:R:1
C 0.768 -0.138 -0.380 -0.3309
C -0.059 -1.308 0.202 0.1088
C -0.821 -1.956 -0.929 -0.6221
O -1.020 -0.743 1.096 -0.7198
N 1.072 1.011 0.400 -0.1819
C 0.351 2.217 0.298 0.0251
O -1.025 2.030 0.169 -0.6377
H 1.647 -0.467 -0.954 0.2700
H 0.170 0.249 -1.218 0.2536
H 0.555 -2.030 0.718 0.2019
H -0.113 -2.177 -1.724 0.2249
H -1.376 -2.835 -0.613 0.2559
H -1.530 -1.199 -1.266 0.2264
H -0.608 -0.638 1.964 0.4836
H 1.978 1.079 0.845 0.4251
H 0.712 2.863 -0.515 0.2722
H 0.530 2.811 1.209 0.2414
H -1.231 1.232 0.696 0.5035
```